Entry 1:
Here is a structure of composition C12H24CsF3N4O2 at a distorted geometry from the OMol25 dataset. Energies are from wB97M-V/def2-TZVPD.

ORCA input file:
```
! wB97M-V def2-TZVPD RIJCOSX def2/J DEFGRID3
* xyz 0 1
Cs 0.173 -0.282 2.153
F 0.213 -5.958 2.751
F 1.943 -5.531 1.541
F -0.037 -5.348 0.695
O -0.588 -3.171 2.500
O 1.641 -2.891 2.271
N -1.543 -1.609 -0.431
N 2.428 -0.295 -0.382
N -2.202 1.369 0.793
N 1.306 2.492 0.738
C 0.704 -5.151 1.804
C -2.196 0.866 -0.570
C -2.167 2.836 0.958
C 2.733 1.060 -0.845
C -0.621 -2.125 -1.469
C 1.608 2.134 -0.644
C 0.573 -3.552 2.238
C 1.925 -1.381 -1.258
C 0.408 3.628 0.924
C -0.997 3.619 0.294
C 0.508 -1.074 -1.774
C -2.602 -0.655 -0.734
H -1.176 0.944 -0.920
H -2.149 3.064 2.025
H -2.968 -0.759 -1.777
H 1.935 -2.304 -0.635
H -3.475 -0.903 -0.092
H 3.241 -0.650 0.105
H 2.963 1.062 -1.940
H 3.658 1.389 -0.352
H -0.189 -3.075 -1.073
H 0.692 1.743 -1.087
H -0.930 3.352 -0.770
H 0.879 4.550 0.521
H 0.507 -0.807 -2.840
H 1.916 3.009 -1.263
H -1.323 4.662 0.277
H 0.288 3.797 2.012
H -3.104 3.287 0.565
H -2.980 1.006 1.363
H -1.946 -2.398 0.041
H -1.161 -2.343 -2.405
H 0.202 -0.164 -1.270
H 2.614 -1.539 -2.110
H 2.115 2.618 1.320
H -2.815 1.478 -1.247
*
```

The LUMO energy is -0.00550 hartree. The HOMO energy comes out at -8.67 eV. The calculation puts the molar mass at 446.25 g mol⁻¹.

=====

Entry 2:
Here is a structure of composition C12H24N2O15Ti at a distorted geometry from the OMol25 dataset. Energies are from wB97M-V/def2-TZVPD.

ORCA input file:
```
! wB97M-V def2-TZVPD RIJCOSX def2/J DEFGRID3
* xyz 0 5
Ti 0.468 -1.111 1.216
O 4.353 -1.097 2.324
O 0.105 1.034 0.299
O -4.084 -0.975 1.045
O 0.830 2.649 -1.079
O 2.792 -0.474 1.034
O 0.644 -1.609 -1.440
O 4.682 -0.769 0.211
O 2.034 -2.994 3.283
O 1.207 -4.933 3.432
O 1.731 -1.076 -3.330
O 0.367 -3.362 2.238
O 1.009 2.932 1.031
O -3.349 -0.248 2.862
O -1.871 -0.799 1.202
O -0.345 -1.825 -3.467
N 1.146 -3.780 3.023
N 3.959 -0.752 1.154
C -2.395 0.495 3.607
C 3.891 0.175 -3.529
C -2.964 -0.776 1.685
C -3.091 1.258 4.719
C 0.402 2.046 -2.302
C 2.903 -0.660 -2.617
C -0.382 3.121 -3.124
C 0.642 -1.492 -2.646
C 1.106 2.586 2.428
C -1.679 -1.881 -3.030
C 0.643 2.055 0.050
C -4.045 -1.636 -0.189
H -2.496 2.089 5.100
H 0.396 3.751 -3.556
H -0.090 1.094 -2.103
H -0.906 2.628 -3.943
H -3.865 -2.710 -0.222
H -1.841 1.119 2.906
H 1.220 1.717 -2.942
H 3.445 1.143 -3.758
H 4.830 0.449 -3.048
H 0.138 2.243 2.795
H 4.194 -0.416 -4.394
H -1.974 -1.016 -2.438
H -1.098 3.640 -2.487
H -1.848 -2.542 -2.180
H -3.956 1.741 4.265
H -2.431 -2.047 -3.802
H -1.699 -0.232 4.026
H -3.329 -1.307 -0.943
H -5.074 -1.535 -0.535
H 2.660 0.032 -1.811
H 1.731 1.700 2.540
H 3.338 -1.545 -2.152
H 1.413 3.356 3.136
H -3.468 0.548 5.455
*
```

The calculation puts the energy above the lowest of the compared OMol25 structures with the same formula, charge and spin at 84.3 kJ/mol. The LUMO energy (alpha / beta) is -0.00503 / -0.06146 hartree. As for the expectation value of S²: 6.016. The HOMO energy (alpha / beta) comes out at -4.75 / -8.10 eV. The calculation puts the molar mass at 484.19 g mol⁻¹.

=====

Entry 3:
Here is a cluster of 5 separate species, C12H24N2O5 in total at a distorted geometry from the OMol25 dataset. Energies are from wB97M-V/def2-TZVPD.

ORCA input file:
```
! wB97M-V def2-TZVPD RIJCOSX def2/J DEFGRID3
* xyz -2 1
O 1.090 3.982 0.703
O -2.431 2.443 -0.499
O -0.139 -1.256 -0.650
O -1.248 0.991 2.921
O 1.782 -2.200 -0.933
N 0.315 1.413 0.115
N 0.558 -2.208 -0.872
C -1.422 -5.699 -2.093
C -0.089 -3.499 -1.156
C -0.113 0.461 3.389
C 3.489 3.456 0.937
C 2.365 4.485 0.713
C 0.645 -4.555 -1.699
C 0.723 1.437 4.235
C -2.140 -4.659 -1.547
C -1.461 -3.542 -1.060
C -0.039 -5.654 -2.179
C -2.578 2.157 -1.824
C -2.428 0.689 -2.230
H 1.781 1.135 4.327
H -3.527 2.498 -2.316
H 1.721 -4.554 -1.779
H 4.492 3.902 0.842
H 0.276 1.547 5.230
H 0.748 2.418 3.754
H 0.507 -6.485 -2.604
H 0.591 0.206 2.536
H -1.731 2.710 -2.314
H -1.523 0.240 -1.821
H -3.221 -4.688 -1.565
H 3.439 2.625 0.233
H -2.053 -2.743 -0.634
H 0.196 0.943 1.030
H 3.446 3.095 1.971
H -2.473 0.574 -3.329
H 0.728 2.379 0.362
H -0.624 1.669 -0.299
H -1.987 -6.579 -2.382
H 2.553 4.858 -0.332
H -0.258 -0.469 3.996
H 2.409 5.413 1.317
H -3.308 0.088 -1.953
H 0.941 0.974 -0.540
*
```

The calculation puts the energy above the lowest of the compared OMol25 structures with the same formula, charge and spin at 93.0 kJ/mol. The LUMO energy is 0.12686 hartree. The HOMO energy comes out at 0.10 eV. The calculation puts the molar mass at 276.33 g mol⁻¹.

=====

Entry 4:
Here is a structure of composition C12H24N3O4P at a distorted geometry from the OMol25 dataset. Energies are from wB97M-V/def2-TZVPD.

ORCA input file:
```
! wB97M-V def2-TZVPD RIJCOSX def2/J DEFGRID3
* xyz 0 1
P -22.950 -21.516 10.610
O -22.237 -22.786 10.688
O -24.023 -21.148 11.799
O -22.044 -20.160 10.520
O -23.930 -21.317 9.321
N -24.225 -26.793 9.148
N -23.154 -25.637 7.145
N -27.813 -28.822 8.143
C -23.059 -24.482 8.617
C -25.003 -23.205 12.599
C -23.997 -27.408 5.503
C -21.801 -18.283 9.193
C -25.250 -21.826 11.977
C -25.117 -23.295 8.387
C -23.496 -26.425 6.437
C -26.959 -28.018 8.247
C -24.029 -22.284 8.267
C -22.698 -18.819 10.328
C -25.879 -27.057 8.307
C -23.730 -25.799 8.917
H -23.932 -28.445 5.832
H -21.995 -24.634 8.438
H -23.759 -18.818 10.080
H -23.415 -27.322 4.586
H -25.396 -26.929 7.338
H -23.052 -22.764 8.217
H -26.350 -26.146 8.675
H -25.823 -21.940 11.057
H -24.364 -23.227 13.482
H -23.452 -24.086 7.680
H -25.921 -23.766 12.776
H -24.921 -23.844 9.308
H -24.083 -21.814 7.285
H -24.543 -23.869 11.868
H -22.489 -18.243 11.230
H -23.389 -23.780 9.382
H -25.739 -21.179 12.706
H -25.165 -24.060 7.612
H -26.101 -22.839 8.493
H -25.045 -27.126 5.392
H -25.180 -27.408 9.066
H -22.018 -17.216 9.126
H -20.735 -18.343 9.414
H -21.857 -18.793 8.231
*
```

The calculation puts the energy above the lowest of the compared OMol25 structures with the same formula, charge and spin at 1030.8 kJ/mol. The LUMO energy is 0.01254 hartree. The HOMO energy comes out at -8.02 eV. The calculation puts the molar mass at 305.31 g mol⁻¹.

=====

Entry 5:
Here is a structure of composition C12H24O12 at a distorted geometry from the OMol25 dataset. Energies are from wB97M-V/def2-TZVPD.

ORCA input file:
```
! wB97M-V def2-TZVPD RIJCOSX def2/J DEFGRID3
* xyz 0 1
O -26.643 21.513 31.345
O -28.564 20.564 31.624
O -27.721 22.722 28.632
O -27.426 21.621 24.014
O -28.186 24.765 28.948
O -30.816 20.414 32.169
O -25.147 20.438 30.121
O -25.724 21.097 25.505
O -27.734 21.559 26.338
O -30.151 21.868 30.687
O -27.338 23.513 30.711
O -24.440 22.113 31.506
C -30.820 19.182 32.824
C -23.918 20.172 29.498
C -29.312 22.741 29.889
C -29.068 22.007 26.400
C -25.269 20.648 26.794
C -26.981 21.505 25.146
C -28.625 25.850 29.718
C -27.088 21.460 28.850
C -27.110 22.517 32.250
C -29.754 20.901 31.482
C -27.693 23.652 29.543
C -25.332 21.390 31.091
H -29.749 21.225 26.066
H -29.093 25.641 30.680
H -26.607 23.481 32.185
H -29.348 22.154 27.443
H -29.981 23.573 29.669
H -24.200 20.850 26.858
H -23.825 19.090 29.407
H -29.234 22.904 25.803
H -23.032 20.478 30.054
H -25.387 19.565 26.848
H -27.215 21.083 29.865
H -31.745 18.613 32.721
H -23.842 20.554 28.480
H -27.746 20.775 28.316
H -29.267 26.634 29.317
H -30.678 19.393 33.884
H -29.145 22.433 28.857
H -26.936 22.234 33.288
H -26.098 21.307 28.421
H -28.421 23.080 30.418
H -27.744 26.452 29.944
H -30.084 18.463 32.467
H -28.184 22.685 32.338
H -25.838 21.176 27.559
*
```

The calculation puts the energy above the lowest of the compared OMol25 structures with the same formula, charge and spin at 1546.9 kJ/mol. The LUMO energy is 0.01878 hartree. The HOMO energy comes out at -9.77 eV. The calculation puts the molar mass at 360.31 g mol⁻¹.